Record 1
Molecular formula: C11H36N10O7
Method: DFT, ωB97M-V with the def2-TZVPD basis set

LUMO   0.28 eV
HOMO-LUMO gap   10.0015 eV
Structure (SMILES)   NC(N)=O.NC(N)=O.NC(N)=O.NC(N)=O.NC(N)=O.CC(C)O.CC(C)O
Energy above the lowest of the compared OMol25 structures with the same formula, charge and spin   112.3 kcal/mol
HOMO energy   -0.357 Eh

```
64
Properties=species:S:1:pos:R:3:forces:R:3
N -2.114489 1.678917 -2.561582 -2.162 2.316 -0.969
C -1.526068 0.527649 -2.353238 -2.596 -2.944 0.465
N -0.269256 0.688910 -2.049480 2.946 -0.268 0.574
O -2.149079 -0.542373 -2.355845 0.630 0.433 -0.167
H -1.587124 2.538912 -2.512830 -0.687 -0.057 -0.218
H -3.033495 1.590335 -2.971061 0.157 0.660 0.137
H 0.242982 -0.178248 -1.973727 0.522 0.518 -0.141
H 0.070549 1.555432 -2.441628 1.167 -0.681 0.316
N 4.119557 -6.471535 -2.057017 -3.572 -4.874 -3.733
C 4.550457 -5.424613 -1.498001 -1.025 3.710 -0.322
N 5.579300 -5.688510 -0.797006 6.202 0.617 4.787
O 4.071422 -4.310468 -1.630324 -0.438 0.847 -0.011
H 4.526462 -7.382212 -1.898309 -0.405 0.292 -0.268
H 3.337138 -6.331628 -2.680202 0.131 -0.533 0.085
H 6.036228 -4.910399 -0.343288 -0.231 -0.009 -0.084
H 6.134539 -6.528584 -0.718967 -0.666 -0.031 -0.447
N -4.467207 -6.350133 -3.943809 6.272 2.184 -2.283
C -5.366108 -7.074873 -3.386173 -3.903 -1.871 -0.699
N -6.511072 -6.345926 -3.433384 -2.287 0.405 1.577
O -5.315540 -8.280781 -3.276370 0.078 -0.560 0.834
H -3.785455 -6.893197 -4.454104 0.363 0.262 0.424
H -4.192530 -5.406764 -3.709906 -0.394 -0.236 -0.012
H -7.362272 -6.703825 -3.024147 0.249 0.145 0.162
H -6.412727 -5.346843 -3.544094 -0.364 -0.310 -0.003
N 6.778980 1.319464 5.132737 1.439 0.957 2.251
C 6.847689 0.884886 3.884244 3.968 1.029 -0.798
N 5.697094 0.552841 3.470797 -5.628 -2.115 -2.821
O 7.861734 0.877184 3.180690 -0.079 -0.142 0.644
H 5.914387 1.242421 5.649108 0.756 0.109 0.309
H 7.699022 1.479931 5.517287 -0.562 0.173 0.650
H 4.893668 0.610081 4.080166 0.073 -0.205 -0.486
H 5.585164 0.152396 2.550362 -0.009 0.185 0.253
N -10.045266 0.079410 -4.880825 0.189 0.370 -0.716
C -8.730952 0.237019 -4.543989 -1.184 2.148 -0.827
N -8.344764 -0.650347 -3.672500 1.146 -2.725 2.503
O -8.051466 1.159122 -4.924896 0.767 0.526 -1.197
H -10.321372 0.834207 -5.492506 -0.880 -0.294 0.416
H -10.621571 -0.459079 -4.249957 -0.399 0.409 -0.722
H -9.088384 -0.886541 -3.031140 0.745 -0.565 0.283
H -7.385086 -0.609712 -3.360313 -0.363 0.133 0.270
C 3.140601 8.472095 -0.696223 -0.262 -0.583 0.167
C 3.795647 7.304338 0.029131 1.300 0.098 -0.142
C 3.488200 7.230543 1.482905 -1.078 -0.437 1.376
O 3.442511 6.052022 -0.573379 -0.329 0.456 -0.443
H 3.219710 9.393975 -0.120059 0.164 -0.087 0.063
H 2.080507 8.231733 -0.777006 -0.116 0.139 -0.238
H 3.570102 8.645313 -1.682947 -0.109 -0.157 0.011
H 4.880904 7.387462 -0.029238 0.266 0.287 -0.394
H 2.521406 6.733744 1.564120 -0.328 0.174 0.186
H 3.432984 8.157663 2.053423 0.078 0.240 -0.374
H 4.158808 6.587036 2.052366 0.339 -0.093 -0.247
H 3.838266 5.352612 -0.048200 0.075 -0.048 0.034
C -0.852986 0.905093 4.411599 1.475 0.809 0.038
C -0.442324 -0.277415 5.206316 1.194 -3.412 -1.600
C -0.385269 -1.602722 4.334228 -0.499 0.554 0.148
O 0.928339 -0.207557 5.768068 -1.771 0.929 -0.090
H -0.874597 1.671700 5.186160 -0.830 0.704 -0.616
H -1.714800 0.722911 3.769591 -0.430 0.157 0.792
H -0.091345 1.202626 3.690850 0.374 -0.063 0.089
H -1.215808 -0.444214 5.955984 0.333 0.063 0.513
H -0.564282 -2.464044 4.977798 0.161 -0.125 -0.051
H 0.557031 -1.731469 3.801684 0.265 0.250 0.418
H -1.112725 -1.647760 3.523754 -0.462 0.183 0.216
H 0.934028 -0.908209 6.424307 0.225 -0.044 0.126
```
Forces are in eV/Å.

Atomic partial charges in e from the Mulliken method, atoms 1 to 2: atom 1 (N): -0.405, atom 2 (C): 0.659

=====

Record 2
Molecular formula: C11H36N9O7
Method: DFT, ωB97M-V with the def2-TZVPD basis set

LUMO   2.11 eV
HOMO-LUMO gap   5.4877 eV
Energy above the lowest of the compared OMol25 structures with the same formula, charge and spin   512.3 kcal/mol
HOMO energy   -0.124 Eh
Net charge   -1

```
63
Properties=species:S:1:pos:R:3:forces:R:3
C 0.982952 -0.474155 0.526556 -2.979 4.029 -0.878
O 1.495396 -0.355085 1.832388 -3.346 5.182 -2.601
H -0.080262 -0.713059 0.502173 1.741 -0.720 0.474
H 0.944030 0.508684 0.056853 -0.486 -1.246 1.138
H 1.506531 -1.094997 -0.200447 -0.561 0.341 0.037
C -1.335424 -2.400369 -0.206742 -1.801 -0.944 0.662
C -2.496698 -1.989096 -1.138158 0.253 -1.207 -0.030
O -1.918314 -1.296413 -2.279525 -6.466 -0.690 -0.712
H -0.574008 -2.903246 -0.802955 -0.031 -0.260 0.837
H -1.718566 -3.077039 0.557070 -0.153 -0.306 -0.128
H -0.915829 -1.602524 0.406025 -0.467 -0.895 -0.584
H -3.283054 -1.424419 -0.637268 0.161 0.417 -0.053
H -2.961630 -2.910112 -1.489834 -0.191 0.005 -0.095
H -2.155021 -1.751154 -3.091182 -0.264 -0.175 -0.011
C -0.384364 -1.834457 3.428529 -1.977 -2.058 3.137
O -1.067207 -2.609526 4.131552 -0.678 -0.203 0.067
N -0.939246 -0.895352 2.673937 -0.883 -1.788 0.531
N 0.895726 -1.779996 3.436791 2.662 -2.749 3.034
H -0.272437 -0.295569 2.209482 0.377 -0.503 0.851
H -1.922244 -0.705368 2.807126 0.939 -0.662 0.412
H 1.515430 -2.170062 4.132423 -0.880 -0.520 -0.110
H 1.265306 -1.198938 2.697946 0.997 1.021 -0.337
C 0.240944 -0.232788 -2.271654 -0.771 0.407 -0.460
O 1.080377 0.447642 -2.865326 -2.171 -6.441 -10.335
N -0.524610 0.232474 -1.331911 -0.830 -6.093 -0.411
N 0.218459 -1.493842 -2.332726 2.688 -6.672 -1.487
H -1.250919 -0.320332 -0.899511 1.262 0.364 -0.480
H -0.561333 1.219434 -1.120568 2.449 -3.325 0.848
H 0.571037 -1.963368 -3.154524 0.144 0.151 0.161
H -0.614771 -1.848725 -1.885654 2.232 -0.461 -1.091
C 2.182207 1.989073 -0.594463 2.062 0.868 0.484
O 2.460453 1.183072 0.230865 1.309 0.482 1.471
N 2.749527 3.169951 -0.521798 1.327 4.649 -0.527
N 1.517924 1.763893 -1.679053 1.553 5.354 4.589
H 2.471152 3.749858 -1.300465 0.479 0.886 0.678
H 3.133734 3.529945 0.340104 -0.122 -0.152 -0.383
H 1.184123 0.811402 -1.717127 2.190 2.907 2.051
H 1.387714 2.427879 -2.428891 1.230 -1.091 0.807
C 3.765121 -1.367597 0.983008 -0.987 2.400 2.300
O 3.814219 -0.205024 1.257491 4.335 2.159 0.369
N 2.628788 -1.925336 1.062740 -0.113 -9.178 -1.574
N 4.728537 -2.247758 0.866205 3.881 -1.631 -0.976
H 2.682665 -2.909365 0.841639 -0.731 -0.227 0.019
H 1.773501 -1.434470 1.280982 1.448 -1.680 1.520
H 4.392873 -3.186305 0.703251 1.347 0.112 -0.012
H 5.664752 -1.869846 0.894196 -0.046 -0.826 -0.224
C -1.605367 0.770598 1.413905 -0.032 2.841 -1.894
C -2.049215 2.091791 0.824029 -0.706 -0.386 -0.672
C -2.217570 2.092866 -0.740969 -0.808 -0.031 2.232
O -0.917856 2.160902 -1.239223 -4.478 14.106 -1.062
C -0.824689 2.571732 -2.578040 0.500 0.586 -1.792
N -3.276504 2.404496 1.467600 -2.379 0.958 0.100
H -1.158698 0.916538 2.397424 -0.831 1.211 -0.598
H -0.830545 0.326002 0.789328 -0.710 1.021 0.467
H -2.400951 0.028866 1.484384 -0.499 0.789 -0.572
H -1.447863 2.942580 1.144425 0.885 -0.309 -0.541
H -2.914867 2.869538 -1.055076 0.618 0.696 -0.136
H -2.725286 1.193791 -1.090240 0.151 -0.542 0.003
H 0.194429 2.936133 -2.707281 -1.326 0.239 -0.345
H -1.468605 3.359698 -2.968674 -0.623 0.180 1.058
H -0.972649 1.738800 -3.265394 0.070 -0.283 0.220
H -3.631424 3.248411 1.041067 0.043 0.890 0.318
H -4.029883 1.799646 1.173183 -0.008 -0.997 0.231
```
Forces are in eV/Å.

Atomic partial charges in e from the Mulliken method, atoms 1 to 2: atom 1 (C): -0.130, atom 2 (O): -1.005

=====

Record 3
Molecular formula: C11H37BN10O17P
Method: DFT, ωB97M-V with the def2-TZVPD basis set

LUMO   1.14 eV
HOMO-LUMO gap   4.8616 eV
HOMO energy   -0.137 Eh
Net charge   -1

```
77
Properties=species:S:1:pos:R:3:forces:R:3
N -1.707492 -3.335603 1.936582 -0.738 -0.850 -1.732
P -1.046898 -2.297656 0.870707 0.782 -0.819 0.782
B 0.834897 -2.003552 1.169654 0.344 0.635 0.143
C 1.246336 -1.782312 2.746017 0.858 0.272 1.561
C 1.550617 -0.193342 3.130182 -0.903 -0.292 -0.220
O 2.966802 0.034433 3.525985 -0.498 0.429 -1.676
C 0.469847 0.342495 4.266682 0.967 -0.175 -0.967
N -0.849253 0.570284 3.517210 1.159 -0.180 -0.308
H -2.069620 -4.122085 1.322655 0.251 1.056 1.276
H -1.144959 -2.835167 -0.493648 -0.251 0.897 0.730
H -1.669523 -0.966510 0.922116 -0.059 -0.750 -0.600
H 1.094301 -0.986813 0.592312 0.051 0.644 -0.534
H 1.452776 -2.859423 0.617016 -0.158 -0.349 -0.051
H 0.423396 -2.245473 3.457841 1.679 0.956 -1.063
H 2.274675 -2.348412 2.963442 -2.138 1.164 -0.236
H 1.367845 0.490923 2.172419 0.213 -1.484 1.940
H 3.464852 0.315250 2.688038 -1.291 -0.776 1.842
H 0.876778 1.375085 4.669189 -0.994 -2.067 -0.532
H 0.299899 -0.455501 5.131208 0.475 1.812 -1.838
H -1.119053 -0.321760 3.022545 0.493 1.150 0.776
H -0.618245 1.246790 2.740914 -0.398 -1.052 1.056
C -3.953743 -2.758323 -2.851400 -0.243 -0.207 0.026
N -3.310763 -1.702029 -2.024013 0.177 0.830 0.889
O -3.976671 -1.225118 -1.097582 1.168 -0.564 -1.444
O -2.155889 -1.381455 -2.327939 -1.645 -0.216 0.325
H -4.962144 -2.938534 -2.472947 0.299 0.135 0.013
H -3.987287 -2.395688 -3.880798 0.168 -0.093 0.139
H -3.343472 -3.659830 -2.767328 -0.004 0.225 -0.089
C 6.983111 -0.376182 3.319768 0.061 0.285 0.250
N 6.021307 -0.638912 2.215389 -0.723 -0.383 -0.783
O 5.276224 0.289584 1.880875 1.108 -1.316 0.103
O 6.041405 -1.769699 1.715600 -0.136 1.835 0.658
H 6.855064 0.652778 3.662430 -0.057 -0.254 -0.197
H 6.761813 -1.080805 4.124022 0.057 0.038 -0.242
H 7.989200 -0.528361 2.923731 -0.218 -0.095 0.063
C -2.389528 1.065791 -4.655043 0.063 0.369 0.151
N -3.469343 0.663429 -5.596240 -0.436 0.076 -0.321
O -4.368166 1.485097 -5.811025 1.003 -1.363 0.073
O -3.384209 -0.465783 -6.092732 -0.405 1.399 0.525
H -2.591857 2.077422 -4.296938 -0.054 -0.413 -0.208
H -2.393443 0.355253 -3.825940 0.148 0.023 -0.184
H -1.445547 1.032195 -5.202753 -0.173 -0.208 0.103
C 4.138889 -5.458291 1.678094 0.065 0.316 0.210
N 3.059074 -5.860653 0.736897 -1.338 0.450 -0.667
O 2.160251 -5.038985 0.522112 1.646 -1.874 0.257
O 3.144208 -6.989865 0.240405 -0.095 1.121 0.460
H 3.936560 -4.446660 2.036199 -0.081 -0.220 -0.183
H 4.134974 -6.168829 2.507197 0.053 0.035 -0.241
H 5.082870 -5.491887 1.130384 -0.181 -0.121 0.111
C -5.354542 0.192187 -8.523404 -0.114 0.197 0.144
N -4.862678 0.429657 -9.907394 0.217 0.180 -0.869
O -4.722172 1.605283 -10.264206 -0.073 -1.673 0.194
O -4.631622 -0.570698 -10.596433 -0.248 1.536 0.762
H -5.515128 1.155821 -8.035352 0.129 -0.277 -0.223
H -6.291612 -0.363415 -8.597552 0.242 -0.030 -0.044
H -4.591306 -0.384339 -7.996808 -0.249 0.055 -0.143
C -2.623482 0.909922 6.582841 -0.099 -0.162 -0.237
N -3.134443 1.957572 7.507557 -0.357 0.505 0.531
O -4.354188 2.160884 7.513901 1.642 0.008 0.248
O -2.296727 2.546226 8.200801 -1.354 -0.637 -0.818
H -3.465866 0.477712 6.038639 0.203 0.211 0.173
H -1.925242 1.390250 5.894338 -0.028 -0.198 0.089
H -2.125145 0.150329 7.188557 0.034 0.237 -0.105
C -3.585465 5.573467 -2.838026 -0.337 0.011 -0.122
N -2.536593 4.594667 -2.443608 0.907 -0.653 0.390
O -2.780673 3.397054 -2.631492 0.528 1.683 0.402
O -1.498021 5.056177 -1.956526 -1.569 -0.850 -0.775
H -4.438896 5.030223 -3.249264 0.290 0.029 0.131
H -3.875250 6.125106 -1.941360 0.179 -0.035 -0.184
H -3.151783 6.236274 -3.589574 -0.009 -0.059 0.252
C 5.826538 3.812780 0.505733 -0.135 -0.308 -0.212
N 6.810975 4.060624 1.593486 0.679 0.104 0.768
O 7.450287 3.087820 2.010723 -0.717 1.516 -0.394
O 6.914068 5.224586 1.997757 0.006 -1.732 -0.453
H 5.841701 2.751030 0.250722 0.043 0.244 0.195
H 4.842930 4.105822 0.878467 0.223 0.052 -0.089
H 6.123466 4.419664 -0.352021 -0.105 0.018 0.242
```
Forces are in eV/Å.

Atomic partial charges in e from the Mulliken method, atoms 1 to 2: atom 1 (N): -0.821, atom 2 (P): 0.414